Formula: C3H8N2O2
Source: the OMol25 dataset
Level of theory: ωB97M-V with the def2-TZVPD basis set

Energy above the lowest of the compared OMol25 structures with the same formula, charge and spin, eV: 1.3328
Multiplicity: 1
Kohn-Sham gap, Eh: 0.3586
LUMO energy, eV: 0.5
SMILES string: NCC(=O)NCO
DFT total energy, eV: -10315.6195

Geometry as XYZ:
```
15
Properties=species:S:1:pos:R:3:forces:R:3:nbo_charge:R:1
O -1.823254 1.188449 -0.157771 0.5101 -0.3759 -0.3181 -0.622
C -0.756706 0.586254 -0.108783 -0.5849 0.6177 1.6803 0.663
N 0.286840 0.961737 -0.896838 0.8040 -0.5218 -0.3728 -0.642
C 1.277775 -0.039882 -1.385552 -0.4708 1.1103 0.3376 0.098
O 2.063964 -0.559222 -0.357585 -0.3551 -0.5551 0.2313 -0.712
C -0.500450 -0.418433 1.042130 -1.2196 -0.1157 -0.4519 -0.328
N -1.585254 -0.348268 2.024370 -0.1002 0.3400 -0.0683 -0.831
H -0.075756 1.585315 -1.598406 0.2456 0.2754 -0.3655 0.396
H 0.651869 -0.784561 -1.859665 0.5221 -0.8153 -0.1501 0.160
H 1.938704 0.446416 -2.096798 -0.3721 0.1520 -0.3778 0.174
H 2.970137 -0.258376 -0.426115 0.0164 0.1999 -0.0737 0.484
H -0.555422 -1.417327 0.605896 0.5945 -0.1207 -0.1170 0.204
H 0.473664 -0.257408 1.492093 0.0521 0.0288 -0.1198 0.222
H -2.199115 -1.148420 1.927875 0.1038 0.0709 0.0227 0.352
H -2.166998 0.463728 1.795149 0.2540 -0.2904 0.1431 0.381
```
Forces are in eV/Å.



Formula: C19H28N8O2
Source: the OMol25 dataset
Level of theory: ωB97M-V with the def2-TZVPD basis set

Energy above the lowest of the compared OMol25 structures with the same formula, charge and spin, eV: 0.4155
Multiplicity: 1
Kohn-Sham gap, Eh: 0.3378
LUMO energy, eV: 0.7
SMILES string: Cc1cncc(C(=O)N[C@@H](C)CCNC(=O)[C@@H]2CCCN2Cc2nnn(C)n2)c1
DFT total energy, eV: -36173.9240

Geometry as XYZ:
```
57
Properties=species:S:1:pos:R:3:forces:R:3:nbo_charge:R:1
C 1.659378 -1.904256 -3.515458 -0.0143 -0.0139 -0.0009 -0.631
C 1.113253 -0.595556 -3.024454 0.0214 -0.0262 -0.0124 -0.045
C 1.736497 0.603909 -3.339064 0.0007 0.0036 0.0211 0.041
N 1.403141 1.786782 -2.829913 -0.0163 0.0071 -0.0142 -0.430
C 0.378787 1.818293 -1.984489 -0.0040 -0.0022 -0.0003 0.077
C -0.364131 0.691689 -1.649972 -0.0026 0.0134 -0.0093 -0.174
C -1.525854 0.854136 -0.721596 0.0185 -0.0482 -0.0006 0.686
O -1.538322 1.712220 0.147910 -0.0212 0.0137 -0.0102 -0.643
N -2.561790 -0.006456 -0.915517 -0.0233 0.0209 -0.0274 -0.620
C -3.773854 0.058296 -0.113890 0.0234 0.0191 0.0006 -0.059
C -4.898474 0.755180 -0.870042 -0.0040 0.0041 -0.0052 -0.607
C -4.206456 -1.322185 0.382318 0.0027 -0.0092 0.0129 -0.410
C -3.075365 -2.170055 0.967957 -0.0160 0.1036 -0.0608 -0.226
N -2.173628 -1.406754 1.807132 0.0449 -0.1618 0.1085 -0.624
C -0.849730 -1.296969 1.521912 -0.0519 0.1920 -0.1205 0.708
O -0.351924 -1.834334 0.546144 0.0276 -0.1071 0.0752 -0.655
C -0.030180 -0.468906 2.508318 0.0580 -0.0095 -0.0427 -0.146
C -0.762240 0.747433 3.124915 0.0107 -0.0025 0.0057 -0.407
C 0.225836 1.916378 2.980509 -0.0048 -0.0007 -0.0054 -0.411
C 1.548479 1.227701 2.698821 0.0005 -0.0064 -0.0021 -0.219
N 1.156409 0.091599 1.873101 -0.0142 0.0007 0.0441 -0.408
C 2.236559 -0.857856 1.655689 0.0022 0.0065 -0.0123 -0.270
C 3.328989 -0.225404 0.861309 -0.0204 0.0063 0.0155 0.281
N 4.482730 0.225125 1.396389 -0.0015 0.0037 -0.0140 -0.283
N 5.153973 0.765359 0.417431 0.0187 -0.0034 -0.0008 -0.049
N 4.411294 0.629931 -0.654714 -0.0010 0.0249 -0.0072 0.011
C 4.807073 1.142571 -1.949702 -0.0098 0.0112 -0.0111 -0.419
N 3.263904 0.018316 -0.438979 0.0149 -0.0213 0.0334 -0.260
C 0.022617 -0.533432 -2.171174 -0.0066 0.0231 0.0200 -0.139
H 0.863105 -2.609110 -3.754631 -0.0083 0.0040 -0.0024 0.217
H 2.275992 -1.769933 -4.404297 0.0007 0.0032 0.0010 0.214
H 2.279923 -2.358469 -2.738935 -0.0032 0.0006 -0.0219 0.230
H 2.574639 0.602064 -4.030980 0.0024 0.0000 -0.0057 0.180
H 0.118204 2.776828 -1.551931 -0.0036 0.0007 -0.0011 0.208
H -2.544370 -0.596114 -1.731404 0.0087 -0.0035 0.0209 0.397
H -3.499108 0.673401 0.742778 -0.0045 -0.0094 -0.0020 0.229
H -5.797940 0.819259 -0.255559 0.0006 -0.0009 0.0035 0.212
H -4.598446 1.764919 -1.148628 0.0006 0.0010 -0.0024 0.224
H -5.150947 0.205738 -1.780377 -0.0005 0.0000 0.0020 0.199
H -4.993301 -1.167886 1.126502 0.0006 -0.0057 0.0020 0.207
H -4.670349 -1.888281 -0.432426 0.0004 0.0051 -0.0087 0.206
H -3.492855 -3.012064 1.525069 -0.0075 -0.0014 -0.0025 0.197
H -2.455856 -2.578166 0.172527 0.0017 -0.0067 0.0078 0.234
H -2.536325 -0.909107 2.601498 -0.0086 -0.0180 0.0100 0.399
H 0.252882 -1.168607 3.318383 0.0013 0.0090 0.0005 0.186
H -1.677656 0.978269 2.583517 -0.0180 0.0091 0.0039 0.224
H -1.009539 0.552695 4.169093 -0.0097 0.0018 0.0014 0.204
H -0.060035 2.524084 2.123712 0.0022 0.0021 0.0057 0.233
H 0.263805 2.547767 3.867022 -0.0046 0.0027 -0.0007 0.209
H 2.262763 1.858761 2.170712 0.0006 -0.0017 -0.0013 0.213
H 2.028110 0.891299 3.635560 0.0058 -0.0006 -0.0031 0.158
H 2.670964 -1.201239 2.609049 -0.0087 -0.0084 0.0028 0.183
H 1.840973 -1.712302 1.113505 -0.0020 -0.0028 -0.0055 0.253
H 4.836393 0.324187 -2.665524 0.0148 -0.0001 -0.0051 0.215
H 4.087290 1.890632 -2.275947 -0.0050 -0.0056 0.0002 0.239
H 5.793265 1.581353 -1.837604 0.0047 -0.0085 0.0191 0.233
H -0.478549 -1.442712 -1.861587 0.0069 -0.0074 0.0017 0.229
```
Forces are in eV/Å.



Formula: C23H22FOS
Source: the OMol25 dataset
Level of theory: ωB97M-V with the def2-TZVPD basis set

Energy above the lowest of the compared OMol25 structures with the same formula, charge and spin, eV: 0.5328
Multiplicity: 1
Kohn-Sham gap, Eh: 0.1824
LUMO energy, eV: -5.5
DFT total energy, eV: -39799.2269
Net charge: +1

Geometry as XYZ:
```
48
Properties=species:S:1:pos:R:3:forces:R:3:nbo_charge:R:1
C -2.164227 3.305043 -0.427474 -0.1740 -0.1891 0.3491 -0.746
S -2.124710 1.478047 -0.206482 -0.1041 0.0703 -1.4116 0.871
C -3.848058 1.066130 -0.689202 -0.1396 0.2614 0.5136 -0.756
C -1.227737 0.988903 -1.574811 0.6467 0.5169 -0.6743 -0.794
C -0.307205 -0.092809 -1.571534 -0.5479 0.0049 0.4987 0.482
C 0.407965 -0.420589 -2.867164 0.2591 -0.5106 -0.4659 -0.056
C -0.079500 0.024679 -4.103534 0.1042 0.0702 0.2225 -0.207
C 0.532696 -0.324264 -5.310325 -0.1121 0.0050 0.3561 -0.213
C 1.638740 -1.175499 -5.305603 -0.0851 0.0802 0.2964 -0.195
C 2.125989 -1.669372 -4.084820 -0.3963 0.3455 0.0143 -0.204
C 1.517497 -1.293587 -2.879640 -0.0924 0.1311 -0.1775 -0.207
O -0.122570 -0.808227 -0.564799 0.2830 0.0949 0.0869 -0.711
H -2.733300 3.747083 0.403315 0.1338 -0.1585 -0.2932 0.238
H -1.126894 3.663805 -0.398156 -0.3238 -0.2490 -0.0193 0.252
H -2.630692 3.571977 -1.386012 0.1906 -0.2539 0.2835 0.245
H -4.524782 1.392313 0.114713 0.1134 -0.1247 -0.2837 0.231
H -4.109514 1.554818 -1.637792 0.2590 -0.1285 0.2974 0.241
H -3.888363 -0.024849 -0.802546 0.1264 0.3643 0.0825 0.259
H -1.327671 1.633405 -2.454492 -0.1303 -0.2361 0.5184 0.226
H -0.972984 0.646557 -4.098074 0.2356 -0.1553 -0.2794 0.208
H 0.111869 0.071113 -6.237010 0.2411 -0.2269 0.2135 0.223
H 2.107803 -1.451743 -6.249318 -0.0709 0.0064 0.2727 0.223
H 2.973301 -2.356631 -4.070895 -0.2312 0.2283 -0.0101 0.217
H 1.908933 -1.697590 -1.945676 -0.2287 0.1788 -0.1449 0.219
F -3.619273 -1.707052 5.169691 1.4279 0.7526 -1.0262 -0.294
C -2.553652 -1.191265 4.478481 -0.7262 -0.3833 0.9024 0.497
C -2.374851 0.194904 4.455101 0.1208 -0.1073 -0.2143 -0.300
C -1.341367 0.690918 3.678174 -0.1117 -0.2154 -0.3671 -0.070
C -0.417387 -0.163556 3.000584 -0.6271 -0.0306 0.2559 -0.207
C 0.503188 0.463884 2.113028 0.4834 -0.5367 0.7645 0.211
C 1.748063 -0.027177 1.624364 0.4241 -0.1735 -0.8897 -0.183
C 2.789712 0.924274 1.405560 -0.4648 -0.0658 -0.2776 -0.119
C 4.009106 0.554766 0.860159 -0.1089 -0.0026 0.0506 -0.173
C 4.249625 -0.787717 0.536514 -0.2472 -0.0968 0.6822 -0.122
C 3.275118 -1.757417 0.809796 -0.3948 0.1514 -0.0502 -0.232
C 2.011555 -1.378585 1.258978 0.1952 0.1487 0.2359 -0.073
C -0.521924 -1.564850 3.266554 -0.2861 0.1830 -0.2416 -0.057
C -1.639941 -2.082738 3.913588 0.4769 0.1252 -0.2056 -0.288
H -3.043884 0.849979 5.006488 0.0749 -0.1811 -0.1478 0.260
H -1.204795 1.765779 3.576433 -0.1508 -0.1559 0.0165 0.225
H 0.286669 1.516665 1.898007 0.2429 -0.2303 0.2963 0.217
H 2.582971 1.960703 1.669812 0.2023 -0.1547 -0.1035 0.218
H 4.775785 1.309930 0.684752 -0.2318 -0.2348 0.0503 0.232
H 5.210879 -1.095064 0.128970 -0.2125 0.1294 0.0330 0.237
H 3.472872 -2.818357 0.646154 -0.0521 0.3935 -0.2197 0.240
H 1.195928 -2.096245 1.246197 0.3065 0.1312 0.0323 0.237
H 0.264427 -2.231108 2.923440 -0.3757 0.0503 0.0448 0.235
H -1.795408 -3.159384 3.996506 0.0782 0.3777 0.1329 0.263
```
Forces are in eV/Å.